[1]
The following is a quantum chemistry calculation of the molecule C5H14N2S, from the Open Molecules 2025 dataset.

**Structure (SMILES)**: CNC[C@H](N)CCS
**Highest occupied orbital energy**: -8.487 eV
**LUMO energy**: 0.92 eV
**Total energy**: -19225.31442 eV
**Energy above the lowest of the compared OMol25 structures with the same formula, charge and spin**: 191.25 kJ/mol

Each line ends with the natural charge from an NBO analysis.
Geometry (Å):
1 N 1.907 -0.093 1.204  -0.88
2 C 0.611 -0.185 0.510  -0.06
3 C 0.141 1.238 -0.071  -0.45
4 C 1.066 1.750 -1.097  -0.54
5 S 0.773 1.466 -2.872  -0.05
6 C -0.507 -0.825 1.410  -0.25
7 N -1.339 -1.946 0.892  -0.61
8 C -2.034 -1.680 -0.298  -0.43
9 H 1.977 0.648 1.919  0.37
10 H 2.468 -0.854 1.229  0.37
11 H 0.943 -0.749 -0.445  0.20
12 H -0.864 1.008 -0.611  0.22
13 H -0.232 1.994 0.680  0.22
14 H 1.225 2.813 -1.084  0.23
15 H 2.154 1.258 -0.950  0.24
16 H 0.152 2.623 -3.139  0.12
17 H 0.047 -1.273 2.240  0.21
18 H -1.085 0.004 2.011  0.19
19 H -0.654 -2.715 0.711  0.35
20 H -2.728 -2.438 -0.610  0.20
21 H -2.477 -0.662 -0.313  0.19
22 H -1.543 -1.380 -1.317  0.16

***

[2]
The following is a quantum chemistry calculation of the molecule C5H14N2S, from the Open Molecules 2025 dataset.

**Structure (SMILES)**: C[C@H](CCS)NCN
**Highest occupied orbital energy**: -8.402 eV
**LUMO energy**: 1.02 eV
**Total energy**: -19226.99585 eV
**Energy above the lowest of the compared OMol25 structures with the same formula, charge and spin**: 29.02 kJ/mol

Each line ends with the natural charge from an NBO analysis.
Geometry (Å):
1 C -0.870 -0.471 1.805  -0.62
2 C -0.375 -0.277 0.369  -0.05
3 C 0.562 -1.462 -0.017  -0.41
4 C 1.471 -1.214 -1.218  -0.50
5 S 1.968 -2.770 -2.043  -0.06
6 N 0.256 1.001 0.143  -0.66
7 C -0.445 2.043 -0.573  -0.04
8 N -1.773 2.355 -0.125  -0.90
9 H -1.684 -1.194 1.903  0.21
10 H -1.320 0.457 2.179  0.21
11 H -0.041 -0.764 2.448  0.20
12 H -1.242 -0.363 -0.281  0.19
13 H 1.158 -1.730 0.861  0.19
14 H -0.048 -2.346 -0.116  0.21
15 H 2.328 -0.638 -0.903  0.23
16 H 0.908 -0.651 -1.957  0.21
17 H 3.224 -2.791 -1.584  0.12
18 H 0.774 1.341 0.937  0.36
19 H 0.173 2.936 -0.464  0.18
20 H -0.488 1.777 -1.625  0.18
21 H -2.645 2.147 -0.576  0.38
22 H -1.892 2.611 0.839  0.36

***

Number 1: maximum force 5.219 eV/A. Number 2: maximum force 1.039 eV/A.